The following is a DFT calculation (the ωB97M-V functional and the def2-TZVPD basis) of a 3-piece molecular cluster, C4H11NO2 overall.

Gap between HOMO and LUMO, eV: 7.53
SMILES string: C=C/C=C/N.O.O
Energy relative to the best compared isomer or geometry (same formula, charge and spin), kcal per mole: 99.7
E_tot, eV: -9907.9198

Structure (XYZ):
```
18
C4H11NO2, DFT the ωB97M-V functional and the def2-TZVPD basis
C -3.14307 -1.53895 0.68392
C -2.98750 -0.96719 -0.51451
C -2.17868 0.14186 -1.07458
C -0.80252 0.16821 -0.70732
N 0.06306 0.61837 -1.73438
H -4.06401 -2.05382 1.08378
H -2.19115 -1.88156 1.19910
H -3.96589 -1.06294 -1.03238
H -2.26995 0.71457 -2.03608
H -0.49373 -0.50984 0.06439
H -0.23209 0.53793 -2.65075
H 0.95563 0.35298 -1.66089
O 5.65264 2.29785 0.19556
H 4.79808 2.71782 -0.05292
H 5.20698 1.90889 0.98661
O 1.07800 -1.08957 2.35766
H 1.54687 -0.26864 2.16760
H 1.09337 -1.27381 3.32146
```

These are the natural (NBO) partial charges, in e, on atoms 1 to 5: number 1, C, carries -0.43; number 2, C, carries -0.22; number 3, C, carries -0.33; number 4, C, carries 0.04; number 5, N, carries -0.80